Density functional theory data (the ωB97M-V functional and the def2-TZVPD basis) for a 17-piece molecular cluster, C93H213N7O17 overall.

Last column: Löwdin charge in e.
Atoms and positions in Å:
C  17.050  20.038  27.501  -0.054
C  18.516  20.394  27.527  -0.520
C  18.570  21.908  27.514  -0.142
C  19.982  22.342  27.990  -0.177
C  20.361  21.781  29.333  -0.148
C  20.414  20.267  29.300  -0.462
N  19.015  19.820  28.830  -0.071
O  18.788  18.440  28.755  -0.042
C  21.672  19.724  28.471  0.004
C  20.555  19.676  30.694  -0.050
C  19.212  19.867  26.251  -0.006
H  16.673  20.432  28.471  0.100
H  16.700  18.972  27.463  0.067
H  16.500  20.618  26.717  0.089
H  18.352  22.244  26.502  0.122
H  17.872  22.426  28.172  0.112
H  19.844  23.427  28.079  0.115
H  20.667  22.039  27.195  0.100
H  19.624  22.188  30.076  0.143
H  21.297  22.163  29.621  0.103
H  21.632  18.660  28.287  0.076
H  21.534  20.058  27.463  0.042
H  22.547  20.138  28.916  0.077
H  21.490  20.041  31.120  0.084
H  19.709  20.001  31.313  0.091
H  20.613  18.598  30.672  0.074
H  19.684  18.883  26.460  0.062
H  19.953  20.592  25.878  0.085
H  18.378  19.747  25.512  0.081
H  19.202  18.126  27.934  0.064
C  18.918  24.501  15.936  -0.021
C  17.645  23.582  15.848  -0.453
C  17.783  22.357  16.766  -0.116
C  16.465  21.534  16.846  -0.162
C  15.375  22.417  17.344  -0.122
C  15.212  23.723  16.510  -0.482
N  16.538  24.346  16.390  -0.125
O  16.357  25.510  15.654  -0.047
C  14.509  23.441  15.131  -0.025
C  14.297  24.749  17.146  -0.029
C  17.492  23.223  14.272  0.004
H  19.227  24.563  16.973  0.065
H  18.882  25.489  15.507  0.076
H  19.744  24.007  15.473  0.065
H  18.572  21.718  16.327  0.118
H  18.057  22.691  17.759  0.097
H  16.684  20.732  17.533  0.080
H  16.270  21.131  15.844  0.094
H  15.501  22.723  18.364  0.103
H  14.378  21.942  17.316  0.121
H  13.488  23.056  15.201  0.083
H  14.459  24.367  14.503  0.097
H  15.090  22.665  14.612  0.037
H  14.744  25.206  18.017  0.069
H  14.148  25.456  16.333  0.079
H  13.323  24.301  17.422  0.078
H  18.515  23.067  13.982  0.059
H  17.120  24.065  13.714  0.076
H  16.967  22.250  14.182  0.055
H  16.525  26.255  16.281  0.130
C  11.083  20.613  27.036  -0.032
C  11.915  21.792  26.547  -0.472
C  10.929  22.961  26.264  -0.120
C  11.631  24.317  25.969  -0.150
C  12.588  24.594  27.136  -0.148
C  13.637  23.517  27.421  -0.506
N  12.899  22.235  27.555  -0.098
O  13.839  21.251  27.731  -0.044
C  14.687  23.559  26.260  -0.027
C  14.391  23.794  28.709  -0.038
C  12.545  21.390  25.176  -0.021
H  10.253  20.540  26.393  0.035
H  10.617  20.720  28.055  0.115
H  11.617  19.692  27.090  0.058
H  10.381  22.590  25.388  0.112
H  10.174  23.161  26.970  0.100
H  10.881  25.104  25.867  0.113
H  12.246  24.225  25.065  0.086
H  11.950  24.826  28.006  0.126
H  13.189  25.489  26.962  0.117
H  14.280  23.765  25.238  0.062
H  15.509  24.204  26.588  0.084
H  15.084  22.546  26.227  0.061
H  13.819  23.563  29.644  0.105
H  15.319  23.209  28.738  0.071
H  14.666  24.849  28.693  0.085
H  13.123  20.405  25.248  0.095
H  13.323  22.110  24.814  0.063
H  11.764  21.160  24.404  0.074
H  13.863  21.020  28.655  0.101
C  15.971  20.739  21.984  -0.034
C  16.314  19.240  21.934  -0.522
C  15.354  18.555  22.861  -0.168
C  13.946  18.454  22.419  -0.167
C  13.935  17.681  21.059  -0.096
C  14.897  18.304  20.014  -0.458
N  16.265  18.555  20.621  -0.079
O  17.034  19.321  19.789  -0.074
C  15.021  17.373  18.890  -0.029
C  14.368  19.727  19.556  0.001
C  17.750  19.162  22.409  -0.027
H  16.434  21.384  21.207  0.090
H  16.401  21.054  22.985  0.099
H  14.891  20.988  22.015  0.061
H  15.704  17.494  23.053  0.134
H  15.404  19.138  23.802  0.123
H  13.470  19.418  22.320  0.091
H  13.375  17.769  23.090  0.106
H  12.989  17.727  20.562  0.084
H  14.153  16.608  21.251  0.111
H  15.545  16.506  19.249  0.064
H  14.062  17.077  18.535  0.062
H  15.585  17.836  18.065  0.084
H  15.289  20.105  19.122  0.054
H  13.653  19.613  18.754  0.068
H  13.990  20.373  20.394  0.075
H  17.805  19.450  23.460  0.060
H  18.393  19.881  21.895  0.081
H  18.189  18.172  22.195  0.090
H  17.623  18.686  19.324  0.064
C  15.311  27.014  21.624  -0.032
C  16.278  25.876  21.792  -0.510
C  16.511  24.960  20.606  -0.133
C  17.329  25.676  19.520  -0.177
C  18.659  26.181  20.076  -0.132
C  18.551  27.079  21.330  -0.504
N  17.604  26.379  22.248  -0.077
O  17.470  27.113  23.500  -0.044
C  19.956  27.213  21.926  -0.032
C  18.056  28.494  20.937  -0.035
C  15.718  24.959  22.921  -0.034
H  15.272  27.490  20.637  0.078
H  15.582  27.784  22.363  0.094
H  14.276  26.684  21.822  0.080
H  17.084  24.070  20.773  0.112
H  15.543  24.711  20.165  0.102
H  16.728  26.541  19.226  0.103
H  17.503  25.046  18.668  0.077
H  19.154  26.778  19.312  0.117
H  19.242  25.260  20.327  0.125
H  19.934  27.903  22.744  0.067
H  20.230  26.193  22.302  0.106
H  20.590  27.652  21.202  0.069
H  18.065  29.109  21.829  0.075
H  18.831  28.994  20.307  0.094
H  17.098  28.678  20.475  0.060
H  16.526  24.350  23.338  0.089
H  15.094  24.203  22.364  0.078
H  15.129  25.533  23.614  0.069
H  17.661  26.440  24.194  0.112
C  16.773  15.170  29.837  -0.018
C  15.461  15.542  29.096  -0.484
C  15.278  17.053  29.049  -0.147
C  14.216  17.589  28.135  -0.176
C  14.399  17.100  26.695  -0.134
C  14.540  15.568  26.658  -0.463
N  15.572  15.140  27.678  -0.118
O  15.805  13.799  27.527  -0.044
C  13.137  14.897  26.814  -0.020
C  15.111  15.200  25.274  -0.037
C  14.259  14.902  29.914  -0.012
H  16.686  15.422  30.880  0.078
H  17.568  15.778  29.422  0.065
H  16.941  14.091  29.811  0.084
H  15.069  17.257  30.129  0.133
H  16.226  17.582  28.811  0.101
H  14.241  18.680  28.033  0.095
H  13.238  17.244  28.481  0.104
H  15.274  17.629  26.321  0.105
H  13.573  17.373  26.073  0.101
H  12.491  15.519  27.478  0.074
H  12.600  14.699  25.857  0.075
H  13.359  13.873  27.256  0.100
H  14.508  15.638  24.497  0.064
H  16.162  15.560  25.164  0.082
H  15.171  14.117  25.148  0.065
H  14.209  15.385  30.918  0.094
H  14.414  13.820  29.993  0.085
H  13.370  15.112  29.383  0.031
H  16.737  13.746  27.207  0.096
C  16.874  15.964  12.069  -0.028
C  15.892  17.165  12.038  -0.475
C  14.559  16.640  11.456  -0.155
C  13.481  17.649  11.641  -0.216
C  13.308  18.019  13.080  -0.149
C  14.596  18.532  13.716  -0.491
N  15.631  17.571  13.423  -0.122
O  16.779  18.043  14.034  -0.045
C  14.818  20.031  13.266  -0.025
C  14.533  18.570  15.287  -0.022
C  16.349  18.282  11.019  0.000
H  16.999  15.600  11.057  0.076
H  16.458  15.231  12.776  0.086
H  17.913  16.291  12.354  0.089
H  14.664  16.560  10.396  0.107
H  14.224  15.740  12.014  0.136
H  12.546  17.234  11.237  0.120
H  13.604  18.562  11.032  0.116
H  12.853  17.216  13.699  0.127
H  12.603  18.865  13.156  0.126
H  15.854  20.309  13.365  0.062
H  14.413  20.333  12.255  0.098
H  14.320  20.597  14.018  0.044
H  14.425  17.517  15.584  0.076
H  15.498  18.951  15.677  0.066
H  13.629  19.121  15.572  0.089
H  17.391  18.477  11.109  0.067
H  15.932  19.276  11.183  0.063
H  16.162  17.851  10.070  0.067
H  17.050  17.366  14.701  0.102
C  10.598  19.378  19.199  -0.065
C  10.054  17.967  19.010  -0.473
C  10.974  17.132  18.181  -0.056
O  9.926  17.357  20.309  -0.060
H  10.685  19.915  18.252  0.088
H  11.597  19.230  19.617  0.045
H  10.016  19.955  19.997  0.112
H  8.991  18.083  18.624  0.155
H  10.923  17.293  17.095  0.090
H  10.782  16.057  18.310  0.080
H  12.013  17.291  18.439  0.046
H  9.351  16.607  20.236  0.081
C  13.999  14.075  16.539  -0.031
C  13.516  13.619  17.936  -0.463
C  12.322  12.690  17.889  -0.058
O  14.680  13.103  18.603  -0.068
H  13.237  14.332  15.809  0.077
H  14.661  13.346  16.087  0.081
H  14.662  14.913  16.741  0.058
H  13.158  14.470  18.485  0.110
H  11.790  12.645  18.829  0.051
H  12.679  11.622  17.788  0.105
H  11.580  12.958  17.138  0.078
H  14.462  12.829  19.495  0.047
C  22.450  22.594  19.754  -0.062
C  21.636  21.332  19.936  -0.491
C  20.165  21.533  19.561  -0.056
O  22.361  20.315  19.227  -0.068
H  22.042  23.518  20.204  0.076
H  22.474  22.835  18.692  0.083
H  23.412  22.521  20.250  0.076
H  21.546  20.984  20.993  0.137
H  19.534  20.638  19.590  0.055
H  20.016  22.046  18.552  0.088
H  19.846  22.132  20.424  0.077
H  22.011  19.428  19.385  0.041
C  19.166  18.939  17.008  -0.037
C  18.484  17.643  17.181  -0.464
C  19.204  16.601  16.478  -0.049
O  18.460  17.331  18.621  -0.085
H  20.200  18.963  17.337  0.092
H  18.716  19.793  17.463  0.043
H  19.205  19.124  15.926  0.109
H  17.423  17.748  16.875  0.129
H  18.795  15.619  16.642  0.083
H  20.257  16.715  16.727  0.099
H  19.120  16.678  15.373  0.097
H  18.005  16.503  18.851  0.065
C  16.710  14.626  21.245  -0.029
C  17.673  14.264  20.089  -0.438
C  17.965  12.781  19.905  -0.042
O  17.116  14.758  18.843  -0.108
H  16.625  15.767  21.166  0.092
H  17.087  14.369  22.246  0.064
H  15.775  14.092  21.127  0.051
H  18.610  14.803  20.274  0.117
H  18.144  12.290  20.896  0.097
H  18.807  12.600  19.256  0.074
H  17.156  12.261  19.443  0.058
H  16.244  14.319  18.668  0.073
C  12.187  23.227  21.767  -0.058
C  12.462  23.419  20.331  -0.491
C  11.515  22.798  19.321  -0.045
O  12.453  24.830  19.941  -0.057
H  11.232  23.659  21.980  0.083
H  12.878  23.757  22.443  0.069
H  12.166  22.149  21.980  0.084
H  13.480  23.034  20.158  0.119
H  11.528  21.698  19.519  0.049
H  11.798  22.978  18.252  0.081
H  10.450  23.112  19.463  0.102
H  12.908  25.305  20.617  0.037
C  13.794  11.942  23.423  -0.049
C  12.878  12.391  22.282  -0.444
C  12.794  13.897  22.113  -0.038
O  13.410  11.947  20.988  -0.098
H  13.499  12.415  24.402  0.088
H  14.749  12.463  23.256  0.074
H  13.843  10.874  23.557  0.073
H  11.874  11.923  22.452  0.146
H  12.251  14.076  21.179  0.092
H  13.805  14.305  22.146  0.061
H  12.373  14.266  22.967  0.043
H  13.496  10.964  21.068  0.118
C  22.646  16.094  20.157  -0.035
C  21.329  16.733  20.742  -0.448
C  21.573  17.049  22.209  -0.056
O  20.928  17.916  20.080  -0.057
H  22.686  16.006  19.092  0.061
H  22.783  15.087  20.574  0.081
H  23.492  16.696  20.475  0.072
H  20.601  15.969  20.533  0.109
H  20.811  17.599  22.706  0.048
H  22.459  17.673  22.255  0.084
H  21.786  16.155  22.831  0.091
H  20.200  17.631  19.516  0.052
C  19.312  15.122  24.333  -0.040
C  19.405  15.911  25.657  -0.490
C  19.147  15.004  26.800  -0.036
O  20.682  16.525  25.751  -0.037
H  18.299  14.790  24.146  0.053
H  19.987  14.269  24.310  0.091
H  19.550  15.639  23.447  0.032
H  18.613  16.654  25.625  0.126
H  18.079  14.840  26.985  0.052
H  19.467  15.604  27.681  0.098
H  19.629  14.066  26.675  0.081
H  20.701  17.242  25.122  0.065
C  8.052  19.243  24.812  -0.040
C  9.511  19.033  24.217  -0.458
C  10.229  17.912  24.958  -0.050
O  9.352  18.710  22.842  -0.059
H  8.026  19.854  25.700  0.055
H  7.572  18.293  25.039  0.067
H  7.399  19.697  24.014  0.090
H  9.980  20.024  24.333  0.098
H  9.741  16.982  24.762  0.076
H  10.340  18.117  25.983  0.045
H  11.278  17.856  24.536  0.083
H  9.952  18.107  22.422  0.044

Kohn-Sham gap, eV: 8.5
Charge: 0
Energy above the lowest of the compared OMol25 structures with the same formula, charge and spin, kcal/mol: 0.00